Version A
The following is a quantum chemistry calculation of an isolated molecule of C5H6, from the Open Molecules 2025 dataset.

Summary:
- E_LUMO (eV) = 1.136
- SMILES string = C#CCC=C
- frontier orbital gap (eV) = 10.8

The geometry in ORCA input format:
```
! wB97M-V def2-TZVPD RIJCOSX def2/J DEFGRID3
* xyz 0 1
C -0.8260 -1.0373 1.9161
C -0.5676 -0.0755 0.9860
C 0.7166 -0.0611 0.1210
C 0.4851 0.3742 -1.2472
C 0.2861 0.9845 -2.2703
H -1.7335 -0.9435 2.5023
H -0.1767 -1.8837 2.0856
H -1.3171 0.7507 0.7869
H 1.0659 -1.1338 0.0987
H 1.4841 0.5372 0.6557
H 0.1125 1.5633 -3.1623
*
```

Version B
The following is a quantum chemistry calculation of an isolated molecule of C5H6, from the Open Molecules 2025 dataset.

Summary:
- E_LUMO (eV) = 1.148
- SMILES string = C1=CCC=C1
- frontier orbital gap (eV) = 9.8

The geometry in ORCA input format:
```
! wB97M-V def2-TZVPD RIJCOSX def2/J DEFGRID3
* xyz 0 1
C -1.0095 -0.5111 -0.0659
C -0.6446 0.9783 -0.0855
C 0.6415 1.1700 -0.1219
C 1.2937 -0.1365 -0.0075
C 0.3877 -1.1517 -0.0868
H -1.4845 -0.5179 1.0254
H -1.9299 -0.9033 -0.6561
H -1.5103 1.6973 -0.0113
H 1.2433 2.0647 0.1035
H 2.4277 -0.4652 -0.0030
H 0.5849 -2.2246 -0.0911
*
```

Which of them is the most stable, and which is the least stable? version B and version A, in that order.

Version A
The following is a quantum chemistry calculation of a cluster of 2 separate species, C3H6O in total, from the Open Molecules 2025 dataset.

Summary:
- E_LUMO (spin up / spin down) (eV) = 0.680 / 0.749
- frontier orbital gap (spin up / spin down) (eV) = 8.3 / 8.5

The geometry in ORCA input format:
```
! wB97M-V def2-TZVPD RIJCOSX def2/J DEFGRID3
* xyz 0 1
C 1.1644 -2.0728 0.2388
C -0.0932 0.6331 -0.2433
C -0.7253 -0.5480 0.3876
O 1.6355 -2.3512 1.2937
H 1.4668 -2.0000 -0.8405
H 0.0140 0.3908 -1.3053
H 1.0235 0.7796 0.1678
H -0.7912 1.4206 0.0770
H -0.6734 -0.5964 1.4717
H -1.6222 -0.8354 -0.1221
*
```

Version B
The following is a quantum chemistry calculation of a cluster of 2 separate species, C3H6O in total, from the Open Molecules 2025 dataset.

Summary:
- E_LUMO (eV) = 0.826
- frontier orbital gap (eV) = 9.4

The geometry in ORCA input format:
```
! wB97M-V def2-TZVPD RIJCOSX def2/J DEFGRID3
* xyz 0 1
C -0.4780 -0.7034 0.1551
C -0.0772 0.0146 -1.1320
O 1.2143 0.2714 -0.5297
C 0.9325 -0.3073 0.6383
H -0.5366 -1.7926 0.0924
H -1.3516 -0.3262 0.6923
H 0.0418 -0.5871 -2.0352
H -0.5962 0.9529 -1.3517
H 0.7055 0.9830 1.7900
H 0.1456 1.4947 1.6804
*
```

Which of them is the most stable, and which is the least stable? version A and version B, in that order.